Entry 1:
Computed, not measured: 6 unconnected molecules or ions with the total composition C23H47NO19S5 in a non-equilibrium geometry, with the ωB97M-V functional and the def2-TZVPD basis.

Charge = 0
HOMO-LUMO gap = 8.67 eV
Max |F| = 9.6 eV/A
LUMO energy = -0.61 eV
Structure (SMILES) = O=C1O[C@H](c2ccncc2)[C@@H](O)O1.CCOS(C)(=O)=O.CCOS(C)(=O)=O.CCOS(C)(=O)=O.CCOS(C)(=O)=O.CCOS(C)(=O)=O
E_HOMO = -0.3409 Ha

CARTESIAN COORDINATES (ANGSTROEM)
O: 5.546044 -3.124860 1.459796
C: 4.369407 -3.042785 0.830273
O: 4.055875 -2.836378 -0.596405
C: 2.878084 -1.949878 -0.713934
C: 3.184128 -0.339512 -0.877919
C: 2.214463 0.728195 -1.632774
C: 2.618470 2.278224 -1.673893
N: 3.783368 3.022570 -1.120301
C: 4.643378 2.005510 -0.454937
C: 4.485902 0.422207 -0.264747
C: 2.321429 -1.997770 0.862215
O: 0.862653 -2.009184 1.072083
O: 3.057543 -3.092299 1.549987
H: 2.036152 -2.275491 -1.470336
H: 1.214812 0.358451 -2.134150
H: 1.830024 2.989291 -2.225181
H: 5.611862 2.480790 0.062121
H: 5.301776 -0.191656 0.323460
H: 2.697899 -1.056193 1.491519
H: 0.605999 -1.100076 1.410125
C: -2.001916 5.911915 -0.213006
C: -3.163358 4.997697 -0.560867
O: -3.063049 4.504206 -1.889854
S: -1.955258 3.353840 -2.211593
C: -2.509114 2.943476 -3.846618
O: -2.189515 2.219011 -1.344673
O: -0.653300 3.979355 -2.323534
H: -1.056259 5.361540 -0.199328
H: -2.140811 6.360395 0.773962
H: -1.901131 6.708370 -0.957097
H: -3.243593 4.170961 0.152260
H: -4.096327 5.569616 -0.497626
H: -3.505462 2.501847 -3.785682
H: -1.804158 2.222636 -4.266362
H: -2.518540 3.849460 -4.455243
C: -5.206533 0.841252 -0.476014
C: -6.513245 0.074603 -0.373530
O: -7.332405 0.278447 -1.516869
S: -6.918081 -0.453760 -2.911956
C: -8.407158 -0.106349 -3.812187
O: -6.834526 -1.881018 -2.687864
O: -5.838752 0.291950 -3.526661
H: -4.586967 0.458580 -1.292756
H: -4.630048 0.754459 0.448468
H: -5.394928 1.899604 -0.682328
H: -6.333956 -0.993412 -0.213278
H: -7.072618 0.441398 0.494851
H: -9.239663 -0.632948 -3.341989
H: -8.268587 -0.461420 -4.835652
H: -8.576477 0.971913 -3.814214
C: -0.605225 -4.586086 -0.228901
C: -1.864140 -3.806466 0.107363
O: -2.923070 -4.106333 -0.791831
S: -3.678284 -5.543217 -0.653720
C: -5.026519 -5.208337 -1.757614
O: -4.200744 -5.673324 0.689549
O: -2.848255 -6.565571 -1.257656
H: -0.754604 -5.660104 -0.082146
H: 0.227373 -4.275405 0.407332
H: -0.328519 -4.439002 -1.277695
H: -2.175064 -3.983953 1.141918
H: -1.653544 -2.734857 0.013413
H: -5.645070 -4.414393 -1.335113
H: -5.610603 -6.125630 -1.858489
H: -4.624500 -4.916742 -2.729557
C: -1.824931 9.526059 5.053161
C: -0.768084 9.821911 4.003734
O: 0.269554 8.850845 4.015527
S: -0.040303 7.372951 3.404072
C: 1.626771 6.765249 3.399171
O: -0.485982 7.514023 2.034498
O: -0.791401 6.612428 4.382004
H: -2.356516 8.596628 4.827461
H: -2.564023 10.329875 5.099587
H: -1.366203 9.404206 6.039513
H: -1.211939 9.899631 3.006020
H: -0.307072 10.790820 4.227800
H: 2.217886 7.350184 2.692140
H: 1.599142 5.718359 3.089309
H: 2.034698 6.841835 4.408651
C: 6.394005 -6.217766 1.621034
C: 7.450851 -5.921914 0.571607
O: 8.488489 -6.892980 0.583400
S: 8.178633 -8.370874 -0.028055
C: 9.845707 -8.978576 -0.032956
O: 7.732954 -8.229801 -1.397629
O: 7.427535 -9.131397 0.949877
H: 5.862419 -7.147197 1.395334
H: 5.654913 -5.413949 1.667459
H: 6.852733 -6.339619 2.607386
H: 7.006998 -5.844193 -0.426107
H: 7.911864 -4.953005 0.795673
H: 10.436822 -8.393640 -0.739988
H: 9.818078 -10.025466 -0.342818
H: 10.253634 -8.901990 0.976525

Forces on atoms 1 to 6 (eV/Å):
O -8.21 0.43 -5.03
C 2.58 0.04 2.92
O 0.34 0.98 2.61
C -1.20 1.58 2.35
C 1.44 4.94 -0.98
C 3.10 0.21 1.77



Entry 2:
Computed, not measured: a molecular structure, C30H49N2S2SbSi3Tc in a non-equilibrium geometry, with the ωB97M-V functional and the def2-TZVPD basis.

Charge = +2
HOMO-LUMO gap (spin up / spin down) = 5.50 / 5.74 eV
Max |F| = 2.8 eV/A
LUMO energy (spin up / spin down) = -7.77 / -7.54 eV
2S+1 = 2
E_HOMO (spin up / spin down) = -0.4878 / -0.4879 Ha

CARTESIAN COORDINATES (ANGSTROEM)
Tc: 1.567933 -0.345163 -1.021153
C: -2.634339 2.287819 0.487815
Sb: -1.544332 0.585008 -0.311715
C: 0.512086 1.404450 -1.116145
C: 0.987925 2.403815 -0.164431
C: 2.332614 2.462152 0.228089
C: 2.769249 3.513032 1.008547
C: 1.854144 4.487063 1.386490
C: 0.536511 4.332595 0.984196
N: 0.111810 3.319784 0.247385
Si: 0.127515 2.415786 -2.758586
C: -0.341806 1.302465 -4.219597
C: 1.823389 3.218700 -3.101586
C: -1.265896 3.692650 -2.574038
C: -1.116109 -0.628567 1.552136
C: 0.030446 -1.534135 1.468268
C: 0.126297 -2.520051 2.481195
C: 1.059229 -3.520252 2.452679
C: 1.936717 -3.577115 1.365744
C: 1.847617 -2.583589 0.432767
N: 0.963365 -1.556348 0.480458
Si: -2.706928 -1.864618 1.496760
C: -2.265507 -3.125905 0.138001
C: -4.271715 -0.947195 0.926960
C: -3.098005 -2.759199 3.133605
Si: -1.118359 0.377673 3.273384
C: 0.122632 1.808872 3.078894
C: -0.484530 -0.540337 4.830125
C: -2.885024 0.966360 3.677076
H: -2.548359 3.106034 -0.217529
H: -2.237374 2.583696 1.450469
H: -3.676667 1.998857 0.569909
H: 3.018931 1.705980 -0.133874
H: 3.806356 3.582015 1.303603
H: 2.159791 5.333592 1.975391
H: -0.220353 5.054309 1.264111
H: 0.534526 0.834206 -4.652257
H: -0.776783 1.924757 -4.995782
H: -1.062400 0.530596 -3.965243
H: 2.623406 2.482323 -3.053226
H: 2.051815 4.015855 -2.401353
H: 1.835755 3.654269 -4.096207
H: -2.241289 3.218773 -2.647942
H: -1.199871 4.419367 -3.378322
H: -1.203724 4.231424 -1.637150
H: -0.581625 -2.474982 3.283678
H: 1.106581 -4.259263 3.235665
H: 2.665374 -4.361938 1.261725
H: 2.533871 -2.592110 -0.409945
H: -2.035744 -2.632555 -0.805724
H: -3.109191 -3.785689 -0.034079
H: -1.426281 -3.760627 0.401940
H: -4.148557 -0.514352 -0.061549
H: -4.611234 -0.172171 1.603265
H: -5.077071 -1.670197 0.857921
H: -2.533848 -3.676199 3.265432
H: -4.144204 -3.043470 3.114489
H: -2.957710 -2.146270 4.014835
H: 1.017827 1.510819 2.540235
H: 0.435537 2.157638 4.057144
H: -0.303468 2.659042 2.563556
H: 0.546396 -0.873108 4.747027
H: -1.087226 -1.386566 5.141398
H: -0.518049 0.169498 5.653682
H: -3.447309 1.304338 2.817296
H: -2.839694 1.795304 4.376972
H: -3.465825 0.185541 4.155990
S: 1.681821 -1.087774 -3.169865
C: 0.293128 -2.064942 -3.638912
C: -0.153835 -3.045573 -2.756340
C: -1.196675 -3.876675 -3.118412
C: -1.826701 -3.701546 -4.342276
C: -1.387778 -2.717080 -5.213212
C: -0.305637 -1.918717 -4.886011
H: 0.348669 -3.177772 -1.806768
H: -1.505348 -4.669743 -2.454751
H: -2.644663 -4.344227 -4.623970
H: -1.882354 -2.567192 -6.159130
H: 0.064276 -1.196014 -5.597864
C: 4.973272 -0.572239 0.878733
S: 4.376469 -0.694495 -0.831339
C: 5.364493 0.601165 -1.611475
H: 4.827758 0.435480 1.255878
H: 6.026527 -0.838582 0.893884
H: 4.405992 -1.280951 1.477389
H: 6.415784 0.330760 -1.534719
H: 5.190292 1.561833 -1.132800
H: 5.075267 0.639795 -2.656911

Forces on atoms 1 to 6 (eV/Å):
Tc -0.67 2.25 -1.49
C 0.61 -0.02 0.03
Sb -0.63 -1.01 -0.23
C 0.35 -1.51 -0.31
C 1.10 0.83 1.10
C -0.24 -0.08 -0.25



Entry 3:
Computed, not measured: a single C20H17NO4 molecule in a non-equilibrium geometry, with the ωB97M-V functional and the def2-TZVPD basis.

Charge = 0
HOMO-LUMO gap = 9.66 eV
Max |F| = 1.1 eV/A
LUMO energy = 0.50 eV
Structure (SMILES) = O=C(O[C@@H](C(=O)NCc1ccccc1)c1ccccc1)c1ccco1
E_HOMO = -0.3365 Ha

CARTESIAN COORDINATES (ANGSTROEM)
O: 1.169890 2.860557 1.198623
C: 1.044055 2.144910 0.237592
O: 1.024797 0.803656 0.273687
C: 1.080052 0.167842 1.548970
C: -0.150287 -0.748873 1.712566
O: -0.612432 -1.015479 2.798594
N: -0.590324 -1.242850 0.544179
C: -1.820168 -1.995717 0.420553
C: -2.854713 -1.206210 -0.339684
C: -3.472223 -1.726610 -1.467857
C: -4.402927 -0.976204 -2.166367
C: -4.716569 0.305226 -1.748233
C: -4.101861 0.832626 -0.624260
C: -3.177675 0.080366 0.076626
C: 2.308395 -0.695526 1.697112
C: 3.031440 -1.112281 0.588850
C: 4.137137 -1.929258 0.750514
C: 4.515804 -2.345679 2.014644
C: 3.786657 -1.940737 3.120964
C: 2.687513 -1.116651 2.965640
C: 0.875947 2.628844 -1.133718
C: 0.880820 3.915986 -1.615001
C: 0.660113 3.813335 -3.002337
C: 0.535813 2.478774 -3.262490
O: 0.664500 1.757588 -2.147024
H: 1.052163 0.931366 2.335937
H: -0.170751 -0.895383 -0.305741
H: -2.160873 -2.198074 1.440940
H: -1.617035 -2.946943 -0.081575
H: -3.227451 -2.725911 -1.799189
H: -4.880714 -1.392211 -3.041219
H: -5.439503 0.891869 -2.295409
H: -4.345481 1.830995 -0.292178
H: -2.702487 0.487161 0.957838
H: 2.735859 -0.785851 -0.397260
H: 4.701415 -2.243135 -0.115422
H: 5.377144 -2.985199 2.138187
H: 4.077390 -2.265660 4.108708
H: 2.110981 -0.803196 3.822415
H: 1.026131 4.802839 -1.034133
H: 0.601093 4.615360 -3.708575
H: 0.358363 1.944339 -4.175468

Forces on atoms 1 to 6 (eV/Å):
O -0.01 -0.11 -0.29
C -0.03 0.28 0.17
O 0.13 -0.41 -0.08
C -0.19 -0.01 0.76
C 0.33 0.39 -0.35
O -0.06 0.03 0.41



Entry 4:
Computed, not measured: a single C6H12O molecule in a non-equilibrium geometry, with the ωB97M-V functional and the def2-TZVPD basis.

Charge = 0
HOMO-LUMO gap = 8.94 eV
Max |F| = 5.2 eV/A
LUMO energy = 1.14 eV
Structure (SMILES) = CCO[C@H]1C[C@H]1C
E_HOMO = -0.2864 Ha

CARTESIAN COORDINATES (ANGSTROEM)
C: 2.431921 0.848765 0.421679
C: 1.784825 -0.267928 -0.320433
O: 0.480150 -0.398232 0.243073
C: -0.589915 -1.282227 0.114123
C: -1.586709 -0.577298 1.197117
C: -1.721412 -0.467592 -0.291390
C: -1.579937 0.921268 -0.958278
H: 2.704840 0.584052 1.456633
H: 1.912610 1.847557 0.346550
H: 3.379992 0.720539 -0.338832
H: 2.202969 -1.279081 -0.139804
H: 1.437608 0.054126 -1.289010
H: -0.232481 -2.355364 0.192264
H: -1.599926 0.374605 1.823420
H: -1.964003 -1.426430 1.696687
H: -2.348630 -1.134597 -0.773287
H: -1.410824 0.830518 -2.029019
H: -2.515072 1.470672 -0.804470
H: -0.786011 1.536649 -0.547027

Forces on atoms 1 to 6 (eV/Å):
C 2.75 -0.37 -2.21
C -3.71 -1.29 0.91
O 1.25 1.03 2.02
C 3.38 2.71 2.84
C -0.34 -0.68 -0.64
C -0.75 0.22 -0.69



Entry 5:
Computed, not measured: a molecular structure, C52H68F6OSi2, with the ωB97M-V functional and the def2-TZVPD basis.

Charge = 0
HOMO-LUMO gap = 9.60 eV
Max |F| = 0.8 eV/A
LUMO energy = 0.48 eV
E_HOMO = -0.3355 Ha

CARTESIAN COORDINATES (ANGSTROEM)
C: 2.515747 -0.442100 1.091177
C: 3.189385 0.916278 1.304305
C: 2.848713 1.891648 0.160218
C: 2.160864 3.167564 0.643535
C: 1.638234 4.010544 -0.520565
C: 0.588397 3.254772 -1.360833
C: 1.001068 2.987241 -2.822736
C: 0.797633 1.539555 -3.301268
C: -0.512823 0.887712 -2.838076
C: -0.277213 -0.293665 -1.886990
C: -1.511756 -1.168360 -1.638038
C: -2.180641 -0.979544 -0.258382
C: -3.616725 -0.467972 -0.345915
C: -3.720759 0.919561 -0.981381
C: -2.905071 1.956999 -0.193723
C: -3.433329 3.395720 -0.334978
Si: -3.021617 4.547411 1.070075
O: -4.109018 4.403668 2.330272
Si: -4.171703 2.970831 3.171838
H: 2.690418 -1.133306 1.906865
H: 1.442432 -0.280113 0.980865
H: 2.880564 -0.879956 0.160492
H: 4.266618 0.779832 1.400346
H: 2.842017 1.315673 2.260083
H: 3.781418 2.172594 -0.332608
H: 2.205293 1.364770 -0.543720
H: 2.892897 3.747308 1.211222
H: 1.350626 2.917699 1.333942
H: 2.491117 4.307104 -1.133399
H: 1.202587 4.929287 -0.125858
H: -0.332244 3.839938 -1.367003
H: 0.348640 2.320584 -0.853692
H: 2.046112 3.251904 -2.983428
H: 0.417892 3.643746 -3.471250
H: 1.653943 0.933281 -2.999140
H: 0.820114 1.550001 -4.392826
H: -1.165671 1.632058 -2.383545
H: -1.057412 0.488969 -3.696347
H: 0.506295 -0.896677 -2.353622
H: 0.141174 0.048603 -0.938315
H: -2.249288 -0.978582 -2.420148
H: -1.239070 -2.219048 -1.737961
H: -2.201220 -1.949238 0.243030
H: -1.583396 -0.322009 0.374881
H: -4.072420 -0.423150 0.645377
H: -4.192678 -1.186621 -0.935198
H: -4.769124 1.225500 -0.955287
H: -3.409637 0.905624 -2.024104
H: -2.874239 1.638994 0.850980
H: -1.874074 1.956990 -0.546221
H: -4.513353 3.411622 -0.497732
H: -2.990840 3.847063 -1.228962
H: -1.636682 4.337424 1.551463
H: -3.113360 5.948757 0.602144
H: -5.061515 2.032867 2.449300
H: -2.815330 2.382906 3.205403
H: -4.725532 3.156209 4.523646
F: 2.311943 -3.330998 2.671412
C: 2.005255 -4.429345 1.951234
C: 2.994241 -5.357408 1.696899
C: 2.672022 -6.480448 0.948387
C: 1.380598 -6.656488 0.469625
C: 0.404799 -5.706722 0.741924
C: 0.713013 -4.580061 1.490011
H: 3.995941 -5.196764 2.073158
H: 3.435007 -7.216312 0.738034
H: 1.136557 -7.531862 -0.117100
H: -0.602194 -5.840718 0.370149
H: -0.030612 -3.828345 1.719283
F: -1.000782 -6.344564 5.116147
C: -0.336302 -5.313825 5.678638
C: -0.953527 -4.590462 6.679140
C: -0.264627 -3.531728 7.252512
C: 1.015051 -3.210870 6.820412
C: 1.611172 -3.953549 5.810806
C: 0.935498 -5.018301 5.232836
H: -1.952857 -4.855890 6.996395
H: -0.731135 -2.955503 8.040239
H: 1.545569 -2.381857 7.268845
H: 2.604541 -3.702392 5.465267
H: 1.380653 -5.614113 4.447043
F: -6.081095 7.068515 6.981527
C: -6.451908 7.240616 5.695257
C: -5.820264 6.503022 4.714688
C: -6.207442 6.679211 3.395065
C: -7.204389 7.592387 3.076249
C: -7.821233 8.325058 4.080694
C: -7.448528 8.150106 5.406018
H: -5.038940 5.804853 4.983761
H: -5.721682 6.104709 2.620886
H: -7.500468 7.730999 2.045102
H: -8.596879 9.037985 3.834762
H: -7.918111 8.706048 6.206090
F: 5.703133 -6.836147 -0.440579
C: 5.516429 -6.503560 -1.738125
C: 6.482214 -6.863869 -2.655319
C: 6.294628 -6.519479 -3.985773
C: 5.159289 -5.822969 -4.375530
C: 4.205188 -5.472258 -3.430714
C: 4.374496 -5.816114 -2.096822
H: 7.361949 -7.400443 -2.326851
H: 7.040037 -6.795897 -4.719167
H: 5.019667 -5.553176 -5.413510
H: 3.320950 -4.925820 -3.730273
H: 3.638803 -5.551748 -1.351343
F: -3.827015 0.790469 -4.331588
C: -4.354939 -0.369094 -4.778720
C: -3.519293 -1.448726 -4.981394
C: -4.071950 -2.638084 -5.433594
C: -5.435036 -2.729838 -5.678116
C: -6.251372 -1.627026 -5.469062
C: -5.713050 -0.432440 -5.013442
H: -2.459073 -1.353471 -4.789860
H: -3.433157 -3.495973 -5.594740
H: -5.859971 -3.659256 -6.031910
H: -7.313569 -1.694394 -5.661566
H: -6.330196 0.438221 -4.837966
F: 5.222596 1.106918 -2.959263
C: 6.307952 1.706464 -2.429740
C: 6.749690 2.893433 -2.978242
C: 7.863737 3.507495 -2.424731
C: 8.518390 2.932389 -1.344463
C: 8.054863 1.737279 -0.812170
C: 6.939199 1.115874 -1.353353
H: 6.227032 3.321982 -3.822733
H: 8.220382 4.440179 -2.840484
H: 9.387242 3.415206 -0.918337
H: 8.562243 1.284596 0.028983
H: 6.557170 0.187826 -0.949102

Forces on atoms 1 to 6 (eV/Å):
C 0.17 0.46 -0.19
C -0.29 -0.27 0.06
C 0.27 0.01 0.67
C 0.26 -0.01 -0.25
C -0.16 -0.15 0.30
C 0.28 0.37 -0.13



The lowest max |F| belongs to which entry? C52H68F6OSi2